C21H41BBrF3IN3O7P | wB97M-V/def2-TZVPD

XYZ file:
```
79
Properties=species:S:1:pos:R:3:forces:R:3
C -2.363 -0.927 6.448 0.829 -0.322 0.548
C -1.567 -1.793 5.267 -2.701 -3.487 -1.538
O -2.274 -2.772 4.688 4.800 5.997 3.066
O -0.164 -1.449 4.990 -4.471 -0.342 -0.251
C 0.116 -1.346 3.548 1.145 -0.177 -2.798
C 0.333 0.241 3.046 -1.116 -1.376 2.512
C 0.157 0.486 1.462 -2.617 1.302 1.472
P 1.644 1.092 0.399 -0.932 0.556 -1.802
C 0.365 1.767 -0.840 -3.912 0.322 -0.887
C 0.687 2.533 -2.174 -1.414 2.151 -0.879
C -0.223 3.938 -2.332 -1.079 -1.178 0.404
Br -0.072 1.432 -3.732 0.549 0.310 0.252
C 3.196 1.692 -0.582 3.164 -0.977 -0.950
C 3.871 3.100 -0.244 0.820 0.217 -1.474
C 3.371 4.444 -1.021 0.413 1.611 0.562
I 5.882 2.837 -1.268 0.117 0.158 0.359
C 1.789 -0.463 -0.706 1.272 -1.237 -3.105
C 0.981 -1.804 -0.605 -0.390 -3.839 -2.367
O 0.746 -2.496 0.678 0.175 0.103 -0.585
C -0.460 -1.910 -1.470 0.097 -0.928 -0.573
N -1.668 -2.121 -0.539 -0.646 1.125 -2.138
N 2.868 0.548 1.580 2.835 -10.317 2.695
C 3.142 -0.742 1.694 2.179 -0.199 -3.489
O 3.638 -1.990 1.448 -3.319 8.337 2.433
B 1.539 2.660 1.495 1.302 2.179 3.292
O 2.507 2.809 2.650 -2.032 -0.495 -0.213
N 0.588 3.825 1.465 -0.772 1.405 2.102
C 1.261 5.181 1.456 -0.084 1.540 -1.852
C -0.281 3.914 2.737 -0.225 -0.114 0.618
H -2.997 -0.074 5.956 1.226 -1.811 0.782
H -1.624 -0.428 7.218 -1.280 -0.975 -1.792
H -3.053 -1.658 7.092 1.476 1.548 -1.849
H 1.089 -2.001 3.355 -2.103 1.523 0.367
H -0.726 -1.761 2.851 1.440 0.472 1.740
H 1.304 0.571 3.587 -1.423 -0.321 -1.489
H -0.533 0.787 3.671 1.645 -1.008 -1.455
H -0.555 1.456 1.476 1.403 -1.892 -0.250
H -0.555 -0.278 0.952 1.407 0.795 1.051
H -0.500 2.452 -0.365 2.243 -1.308 -0.611
H -0.312 0.816 -1.116 1.586 2.078 0.411
H 1.725 2.835 -2.540 -1.320 -1.027 0.920
H -0.292 4.250 -3.458 0.439 -0.325 2.266
H 0.113 4.780 -1.598 -0.369 -1.503 -1.471
H -1.332 3.646 -2.000 2.382 0.637 -0.744
H 3.132 1.417 -1.745 0.089 1.376 2.312
H 4.081 0.935 -0.277 -2.194 1.647 -0.583
H 4.304 3.272 0.839 -1.635 -0.463 -2.127
H 3.767 5.367 -0.374 -0.873 -1.887 -1.448
H 2.218 4.592 -1.106 2.101 -0.608 0.271
H 3.868 4.609 -2.094 -1.293 -0.752 2.375
H 2.930 -0.753 -0.960 -2.469 0.459 1.243
H 1.518 -0.051 -1.805 0.306 -1.101 2.352
H 1.628 -2.634 -1.197 -1.088 2.138 1.013
H 0.534 -3.467 0.526 0.465 2.139 -0.115
H -0.598 -1.024 -2.220 0.262 -1.492 1.568
H -0.470 -2.889 -2.157 0.635 2.111 1.396
H -2.317 -1.323 -0.814 0.762 -1.503 0.751
H -2.159 -3.000 -0.846 0.643 1.390 0.435
H 2.045 2.612 3.514 0.758 0.502 -1.451
H 0.764 5.952 2.220 1.290 -1.875 -1.491
H 2.425 5.164 1.549 -2.185 -0.053 0.194
H 1.030 5.649 0.382 0.605 -0.714 2.204
H -1.190 4.632 2.506 1.808 -1.462 0.576
H -0.682 2.883 3.105 0.622 1.765 -0.930
H 0.347 4.361 3.650 -1.329 -0.845 -1.815
C -3.409 -7.239 -3.346 0.193 0.265 0.311
C -3.812 -6.604 -4.665 0.195 -0.749 0.033
O -4.128 -5.213 -4.492 0.945 1.500 0.074
C -3.059 -4.371 -4.338 1.686 -2.833 -0.346
O -1.887 -4.744 -4.341 -2.809 1.399 0.034
C -3.521 -2.923 -4.197 -0.412 2.764 0.511
F -4.516 -2.775 -3.275 0.803 -0.596 -0.696
F -4.008 -2.423 -5.368 0.426 -0.846 0.677
F -2.521 -2.080 -3.811 -0.864 -1.421 -0.513
H -4.190 -7.089 -2.594 -0.002 -0.117 -0.175
H -3.233 -8.310 -3.469 -0.069 0.088 -0.043
H -2.496 -6.786 -2.946 -0.111 -0.129 -0.192
H -4.719 -7.093 -5.040 0.037 0.459 0.065
H -3.038 -6.731 -5.432 -0.043 0.241 0.234
```
Forces are in eV/Å.

Calculated values
Net charge = -1
Highest occupied orbital energy = -4.46 eV
Kohn-Sham gap = 6.5 eV

---

C21H41F4NO20P2 | wB97M-V/def2-TZVPD

XYZ file:
```
89
Properties=species:S:1:pos:R:3:forces:R:3
C 3.121 -1.834 -2.077 0.897 -0.901 -0.341
C 2.056 -2.944 -1.590 0.536 2.463 0.103
F 2.722 -3.749 -0.602 -1.096 0.579 -1.295
N 1.429 -3.704 -2.696 0.494 -2.953 0.943
C 0.070 -4.219 -2.359 -1.229 -0.344 0.500
C 0.007 -5.171 -1.074 -1.022 -0.762 0.419
C -1.494 -5.719 -0.822 1.790 -0.729 0.113
F -1.876 -6.649 -1.836 0.207 2.459 2.142
F -1.430 -6.501 0.376 -0.953 2.037 -2.443
F -2.409 -4.646 -0.717 1.447 -2.893 -0.130
C 2.304 -4.725 -3.254 4.040 0.720 -2.284
O 3.419 -4.434 -3.769 -4.089 -0.503 2.327
O 1.953 -6.127 -3.319 0.503 1.431 1.928
P 3.400 -7.096 -3.166 0.677 0.425 -3.110
P 4.283 -6.626 -1.224 -1.344 0.165 5.790
O 3.170 -6.565 -0.144 2.682 0.392 -2.719
O 5.157 -5.185 -1.382 -1.094 -2.292 0.303
O 5.389 -7.822 -0.672 -1.130 2.385 -1.030
H 4.157 -2.181 -1.704 -1.644 0.582 -0.546
H 3.213 -1.802 -3.225 -0.414 -0.007 1.873
H 2.922 -0.797 -1.653 0.012 -1.479 -0.521
H 1.210 -2.386 -1.044 1.138 -1.176 -0.828
H -0.621 -3.312 -2.194 1.158 -1.385 -0.268
H -0.334 -4.795 -3.254 0.603 0.794 1.123
H 0.309 -4.672 -0.092 -0.415 -0.457 -1.479
H 0.650 -6.119 -1.156 -0.892 1.560 -0.063
H 2.895 -8.440 -3.088 -0.377 0.860 1.002
H 5.050 -4.663 -0.555 -0.238 -0.440 -0.588
H 5.597 -7.506 0.246 -0.258 -0.488 -0.907
C 2.160 1.967 2.916 0.083 -0.004 0.498
O 2.028 1.703 1.520 -0.160 0.215 -0.347
C 1.445 2.693 0.824 0.045 -0.102 -0.035
O 1.045 3.737 1.277 0.145 -0.375 -0.164
O 1.384 2.316 -0.464 0.085 -0.036 0.430
C 0.782 3.279 -1.329 -0.188 0.240 -0.429
H 2.642 1.104 3.376 -0.060 -0.010 -0.290
H 2.789 2.844 3.085 -0.207 0.000 -0.035
H 1.179 2.100 3.377 0.123 0.142 -0.080
H 1.356 4.208 -1.330 -0.150 -0.051 0.143
H -0.254 3.464 -1.037 0.169 0.098 0.085
H 0.788 2.868 -2.339 0.112 -0.171 0.201
C 1.315 -0.985 7.190 -0.270 -0.441 0.111
O 1.924 0.225 6.741 0.158 0.482 0.209
C 2.051 1.165 7.692 0.000 -0.085 -0.173
O 1.701 1.060 8.842 0.122 0.089 -0.381
O 2.634 2.244 7.141 -0.180 -0.403 0.025
C 2.832 3.330 8.046 0.098 0.364 0.217
H 1.266 -1.668 6.342 0.130 0.283 -0.056
H 1.916 -1.451 7.975 -0.127 0.149 0.016
H 0.298 -0.797 7.543 0.158 0.018 0.098
H 3.493 3.034 8.863 -0.206 -0.023 -0.004
H 1.876 3.688 8.432 0.113 -0.147 0.078
H 3.307 4.141 7.493 -0.066 -0.257 -0.160
C 2.046 1.874 -7.230 0.462 0.098 -0.032
O 0.676 1.501 -7.370 -0.348 0.027 0.296
C -0.059 1.679 -6.260 -0.026 -0.082 -0.174
O 0.340 2.112 -5.207 -0.134 -0.132 -0.308
O -1.317 1.292 -6.528 0.398 0.099 -0.064
C -2.218 1.427 -5.429 -0.342 0.038 0.357
H 2.540 1.688 -8.184 -0.306 -0.070 0.018
H 2.134 2.937 -6.997 -0.027 -0.152 0.132
H 2.534 1.269 -6.463 -0.104 0.170 0.026
H -2.300 2.473 -5.125 0.099 -0.139 0.081
H -1.899 0.804 -4.591 0.063 0.180 -0.046
H -3.200 1.087 -5.758 0.229 -0.009 -0.209
C -2.246 1.862 9.776 0.434 0.145 0.178
O -3.584 1.556 9.387 -0.182 -0.325 -0.294
C -3.685 0.530 8.526 -0.096 0.125 0.096
O -2.767 -0.116 8.083 -0.309 0.209 0.129
O -4.985 0.349 8.245 0.362 0.133 0.148
C -5.243 -0.718 7.333 -0.156 -0.312 -0.272
H -2.284 2.703 10.469 -0.284 -0.101 -0.112
H -1.790 1.013 10.288 0.018 0.044 -0.215
H -1.650 2.156 8.909 -0.013 -0.202 0.076
H -4.905 -1.669 7.749 0.111 0.130 -0.110
H -4.766 -0.526 6.370 0.084 -0.093 0.160
H -6.321 -0.771 7.180 0.103 0.221 0.194
C -5.574 7.467 -5.896 -0.207 0.259 0.313
O -4.970 6.844 -7.028 0.198 -0.388 -0.032
C -4.442 5.635 -6.775 -0.004 0.091 -0.148
O -4.445 5.069 -5.710 0.016 0.172 -0.359
O -3.911 5.166 -7.916 -0.203 0.241 0.299
C -3.311 3.879 -7.792 0.222 -0.395 -0.075
H -5.965 8.433 -6.216 0.143 -0.173 -0.219
H -6.405 6.864 -5.522 0.197 -0.018 0.052
H -4.836 7.636 -5.109 -0.111 -0.169 -0.029
H -4.053 3.135 -7.494 0.107 0.111 0.122
H -2.483 3.907 -7.080 -0.181 -0.022 0.023
H -2.916 3.599 -8.769 -0.130 0.267 0.032
```
Forces are in eV/Å.

Calculated values
Structure (SMILES) = C[C@H](F)N(CCC(F)(F)F)C(=O)OPP(=O)(O)O.COC(=O)OC.COC(=O)OC.COC(=O)OC.COC(=O)OC.COC(=O)OC
Highest occupied orbital energy = -9.21 eV
Kohn-Sham gap = 8.9 eV